Density functional theory data (wB97M-V/def2-TZVPD) for 5 unconnected molecules or ions with the total composition C35H39BClF4I2O3.

HOMO level: -5.17 eV
lowest unoccupied orbital energy: 2.2 eV
net charge: -1
multiplicity: 1

Last column: Löwdin charge in e.
Element x y z (Å)
C 4.807 1.542 2.971  -0.2664
C 3.943 0.430 2.428  -0.8014
I 5.145 -1.059 1.506  0.9379
C 2.606 0.335 2.450  -0.5323
I 1.712 2.097 3.325  0.9347
B 1.634 -0.857 1.849  -0.7606
C 2.008 -2.400 2.302  -0.1633
C 2.632 -2.635 3.666  -0.2954
O 2.124 -1.749 4.673  -0.1052
C 1.739 -0.818 0.181  -0.1431
C 1.217 0.425 -0.483  -0.1968
O 2.101 1.578 -0.309  -0.0320
C 1.383 2.701 -0.321  -0.3662
O 1.553 3.611 -1.121  0.0173
C -0.001 -0.639 2.116  -0.2175
C -0.670 -1.208 3.362  -0.7003
C -2.180 -1.441 3.084  -0.1473
Cl -0.618 -0.139 4.824  0.5288
H 4.627 1.683 4.031  0.0454
H 4.555 2.455 2.439  0.0475
H 5.858 1.340 2.803  0.0189
H 2.683 -2.826 1.557  0.0573
H 1.118 -3.031 2.241  0.0901
H 3.718 -2.584 3.654  0.0572
H 2.398 -3.654 3.995  0.0997
H 2.871 -1.342 5.101  0.0721
H 2.736 -1.022 -0.208  0.0513
H 1.103 -1.632 -0.177  0.1016
H 0.210 0.699 -0.164  0.0980
H 1.158 0.275 -1.566  0.1171
H 0.581 2.784 0.424  0.1163
H -0.476 -1.147 1.285  0.0722
H -0.324 0.400 2.019  0.0568
H -0.290 -2.171 3.675  0.0773
H -2.303 -2.473 2.754  0.0710
H -2.742 -1.344 4.006  0.0385
H -2.542 -0.745 2.340  0.0571
F -2.069 -0.697 -0.226  0.0561
C -2.580 -1.542 -1.136  -0.2785
C -3.763 -2.196 -0.855  -0.0110
C -4.284 -3.067 -1.801  -0.0852
C -3.619 -3.278 -3.001  -0.1087
C -2.429 -2.612 -3.259  -0.0792
C -1.902 -1.732 -2.324  -0.0138
H -4.259 -2.023 0.090  0.1171
H -5.212 -3.585 -1.599  0.1036
H -4.026 -3.962 -3.730  0.0898
H -1.904 -2.780 -4.191  0.1036
H -0.976 -1.201 -2.505  0.1113
F 1.401 8.330 3.120  0.0462
C 2.102 7.946 2.030  -0.2894
C 1.658 6.869 1.291  -0.0063
C 2.378 6.481 0.170  -0.0640
C 3.532 7.169 -0.185  -0.0918
C 3.962 8.247 0.575  -0.0955
C 3.242 8.646 1.692  -0.0317
H 0.762 6.342 1.593  0.1193
H 2.039 5.641 -0.423  0.0776
H 4.094 6.861 -1.057  0.1006
H 4.863 8.780 0.300  0.0984
H 3.556 9.488 2.295  0.1110
F -4.392 3.648 -5.401  0.0400
C -3.291 3.649 -4.614  -0.2928
C -2.565 4.816 -4.482  -0.0275
C -1.438 4.814 -3.671  -0.0756
C -1.048 3.655 -3.014  -0.0726
C -1.795 2.494 -3.167  -0.0682
C -2.928 2.485 -3.968  -0.0192
H -2.882 5.707 -5.007  0.1119
H -0.862 5.722 -3.551  0.1052
H -0.168 3.651 -2.383  0.0718
H -1.493 1.587 -2.657  0.0939
H -3.525 1.591 -4.091  0.1144
F -3.943 -6.319 -3.036  0.0445
C -3.064 -6.973 -2.249  -0.2865
C -1.842 -7.341 -2.773  -0.0177
C -0.938 -8.004 -1.956  -0.0832
C -1.268 -8.295 -0.640  -0.0959
C -2.505 -7.917 -0.136  -0.0821
C -3.413 -7.247 -0.942  -0.0173
H -1.606 -7.107 -3.802  0.1164
H 0.028 -8.291 -2.349  0.1039
H -0.561 -8.812 -0.007  0.1004
H -2.765 -8.143 0.889  0.1044
H -4.378 -6.934 -0.567  0.1163

=====

Density functional theory data (wB97M-V/def2-TZVPD) for a molecular structure, C35H39BaN6O2Se2.

HOMO level: -3.93 eV
lowest unoccupied orbital energy: 1.3 eV
net charge: -1
multiplicity: 1

Last column: Löwdin charge in e.
Element x y z (Å)
Ba -0.310 0.502 0.982  1.8777
C -1.085 0.471 -4.613  -0.1004
N -1.181 0.255 -3.190  -0.2180
C -0.167 0.957 -2.436  -0.2302
C -0.221 2.496 -2.438  -0.1491
C 0.614 3.109 -1.299  -0.2334
N -0.057 2.845 -0.061  -0.1580
C -0.705 3.798 0.500  -0.1375
C -1.793 3.603 1.394  -0.1649
C -2.262 4.642 2.209  -0.0677
C -3.444 4.536 2.898  -0.1200
C -4.224 3.383 2.744  -0.0870
C -3.813 2.364 1.934  -0.0005
C -2.565 2.396 1.252  -0.4075
O -2.195 1.440 0.517  -0.4271
C -2.544 0.366 -2.684  -0.1973
C -3.261 -0.991 -2.722  -0.1646
C -2.847 -1.915 -1.571  -0.2423
N -3.567 -1.616 -0.365  0.0647
C -2.911 -1.403 0.695  -0.1849
C -3.452 -1.093 1.991  -0.1674
C -4.795 -1.295 2.306  -0.0559
C -5.306 -0.948 3.539  -0.1269
C -4.463 -0.359 4.480  -0.1163
C -3.135 -0.155 4.200  -0.0313
C -2.564 -0.516 2.957  -0.4240
O -1.326 -0.294 2.704  -0.4890
H -1.754 -0.215 -5.134  0.0770
H -0.062 0.269 -4.934  0.0836
H -1.351 1.498 -4.918  0.0812
H 0.806 0.632 -2.820  0.1159
H -0.248 0.610 -1.405  -0.0014
H -1.254 2.824 -2.292  0.1183
H 0.135 2.882 -3.399  0.1076
H 0.715 4.196 -1.477  0.1099
H 1.613 2.661 -1.280  0.1184
H -0.511 4.838 0.189  0.1294
H -1.655 5.535 2.308  0.1052
H -3.783 5.329 3.548  0.0863
H -5.161 3.297 3.281  0.1009
H -4.406 1.471 1.809  0.1099
H -3.125 1.092 -3.278  0.1170
H -2.529 0.719 -1.653  0.0974
H -3.044 -1.487 -3.670  0.0964
H -4.340 -0.840 -2.663  0.1042
H -1.754 -1.847 -1.431  0.0855
H -3.100 -2.950 -1.840  0.1143
H -1.806 -1.441 0.682  0.0339
H -5.429 -1.736 1.549  0.1041
H -6.350 -1.114 3.771  0.0841
H -4.862 -0.055 5.440  0.0928
H -2.481 0.302 4.934  0.1081
C 8.238 0.492 0.051  -0.0708
C 6.745 0.326 0.073  -0.2969
C 6.026 0.398 1.256  -0.0354
C 4.668 0.124 1.302  -0.3210
C 3.932 0.205 2.601  -0.1040
C 3.998 -0.243 0.128  -0.5365
Se 2.237 -1.024 0.208  0.5729
C 4.691 -0.223 -1.090  -0.3140
C 4.013 -0.503 -2.398  -0.1089
C 6.049 0.055 -1.095  -0.0392
H 8.619 0.702 1.048  0.0649
H 8.535 1.302 -0.616  0.0704
H 8.705 -0.425 -0.309  0.0730
H 6.539 0.643 2.177  0.1032
H 4.607 0.464 3.415  0.0662
H 3.453 -0.750 2.819  0.0503
H 3.141 0.959 2.539  0.0689
H 2.936 -0.573 -2.258  -0.0145
H 4.368 -1.447 -2.817  0.0650
H 4.236 0.290 -3.113  0.0766
H 6.581 0.032 -2.038  0.1129
Se 1.674 -3.361 -3.093  1.1178
N 1.704 -4.925 -2.258  -0.2556
C 1.066 -4.771 -1.102  -0.3929
C 0.873 -5.745 -0.105  -0.0044
C 0.202 -5.361 1.029  -0.0472
C -0.265 -4.040 1.167  -0.1099
N -0.094 -3.105 0.268  0.0909
C 0.549 -3.446 -0.854  -0.5418
N 0.790 -2.558 -1.819  -0.2896
H 1.256 -6.747 -0.240  0.1111
H 0.037 -6.063 1.832  0.0989
H -0.797 -3.731 2.058  0.1186

=====

Number 1: gap between HOMO and LUMO 7.3565 eV. Number 2: gap between HOMO and LUMO 5.2035 eV.